No. 1
54
Properties=species:S:1:pos:R:3:forces:R:3:lowdin_charge:R:1 method="wB97M-V/def2-TZVPD" e_lumo_ev=1.8423 homo_energy_ev=-4.013 total_charge=-1 relative_energy_kj_mol=94.57 homo_lumo_gap_ha=0.2152
Mg -0.4815 1.1603 -0.3246 0.6 0.6 -0.1 -0.2097
C 2.7224 3.4895 -0.0640 0.0 -0.1 0.0 -0.2966
P 2.0787 1.9601 0.6848 0.1 0.4 0.4 0.7641
C 2.0576 2.4724 2.4511 0.1 -0.1 0.0 -0.2911
C 3.6010 0.8909 0.6399 -0.3 -0.3 -0.1 -0.4115
C 3.2179 -0.6018 0.6834 -0.1 0.3 0.0 -0.4216
P 1.7555 -0.9237 -0.4066 0.2 -0.4 -0.4 0.7866
C 2.4982 -0.6097 -2.0522 0.0 0.1 0.1 -0.2891
C 1.8028 -2.7660 -0.4291 0.0 0.1 0.0 -0.2889
H 3.6579 3.7793 0.4218 0.0 0.0 0.0 0.0433
H 1.9903 4.2915 0.0437 -0.1 0.0 -0.1 -0.0211
H 2.8831 3.3352 -1.1290 0.0 0.0 -0.1 0.0249
H 2.9578 3.0413 2.6954 0.0 0.0 0.0 0.0365
H 1.9865 1.6028 3.1100 0.0 0.0 0.0 0.0312
H 1.1788 3.0998 2.5974 0.0 0.0 0.0 -0.0061
H 4.2749 1.1604 1.4536 0.1 0.0 0.0 0.0737
H 4.1046 1.1051 -0.3050 0.0 0.0 0.0 0.0711
H 2.9504 -0.8951 1.7030 0.0 0.0 0.0 0.0713
H 4.0397 -1.2434 0.3589 0.1 0.0 0.0 0.0723
H 3.4970 -1.0482 -2.1247 0.0 0.0 0.0 0.0460
H 2.5422 0.4625 -2.2441 0.0 0.0 0.0 -0.0127
H 1.8431 -1.0496 -2.8051 0.0 0.0 0.0 0.0479
H 2.7781 -3.1256 -0.7640 0.0 0.0 0.0 0.0377
H 1.0343 -3.1286 -1.1142 0.0 0.0 0.0 0.0324
H 1.5982 -3.1682 0.5661 0.0 0.0 0.0 0.0315
Se 0.0993 6.0497 -1.3500 -0.1 0.0 -0.1 -0.2258
Sb -1.2003 4.0158 -1.3892 0.1 0.0 0.0 -0.2397
Se -1.3706 3.0974 0.9890 0.0 0.2 -0.2 -0.0168
Se 0.1935 2.1459 -2.4953 -0.2 0.2 -0.1 0.0016
Se -3.4154 3.9352 -2.4058 0.0 -0.1 -0.1 -0.2093
N -2.7320 0.5207 -3.4580 0.1 0.5 -0.3 0.0910
C -3.2549 -0.4639 -2.7594 -0.2 -0.4 0.1 -0.9580
N -4.4259 -0.1893 -2.1490 0.0 0.0 -0.1 0.1039
S -2.5320 -2.0144 -2.6774 -0.2 0.2 -0.2 0.5157
H -3.0780 1.4851 -3.3780 0.2 -0.1 0.1 -0.0121
H -1.8073 0.4092 -3.8342 0.1 0.0 0.1 0.0438
H -4.7333 0.7703 -2.0661 0.1 0.0 0.1 0.0895
H -4.8268 -0.8806 -1.5482 0.0 -0.1 0.1 0.0786
C -2.3046 -3.9785 0.9818 0.1 0.1 -0.1 -0.1240
C -2.7531 -2.5462 0.7125 -0.2 -0.1 -0.2 -0.4115
S -1.3444 -1.5273 0.2442 -0.5 -0.2 0.9 0.8232
O -1.9151 -0.1266 -0.0108 0.3 -0.9 0.1 -0.6213
C -0.6775 -1.3581 1.9505 -0.1 0.2 0.0 -0.3780
C -1.6000 -0.6124 2.9129 0.0 -0.1 -0.2 -0.1154
H -3.1724 -4.6305 1.0835 0.0 0.0 0.0 0.0773
H -1.7168 -4.0631 1.8973 0.0 0.0 0.0 0.0626
H -1.7041 -4.3502 0.1474 0.0 0.0 0.0 0.0763
H -3.2621 -2.0847 1.5567 0.0 0.0 0.0 0.0832
H -3.3904 -2.5105 -0.1688 0.0 0.0 0.0 0.0251
H 0.2442 -0.7885 1.8102 0.0 -0.1 0.0 0.0359
H -0.4112 -2.3619 2.2918 0.0 0.1 0.0 0.0798
H -2.0454 0.2505 2.4127 0.0 0.0 0.0 0.0553
H -1.0291 -0.2388 3.7635 0.0 -0.1 0.0 0.0806
H -2.4037 -1.2456 3.2903 0.1 0.0 0.0 0.0664

No. 2
160
Properties=species:S:1:pos:R:3:forces:R:3:lowdin_charge:R:1 method="wB97M-V/def2-TZVPD" e_lumo_ev=-0.0501 homo_energy_ev=-9.712 homo_lumo_gap_ha=0.3551
Br 0.3420 3.0437 -7.2666 -0.2 -1.1 1.1 0.5723
C 0.0584 1.7612 -5.6985 0.7 0.1 -0.1 -0.6166
C 1.3007 0.8818 -5.5004 -0.1 0.4 -1.1 -0.6598
Br 0.8624 -0.6585 -4.3466 0.2 0.7 -0.1 0.6714
H -0.8171 1.1448 -5.9028 0.0 0.3 -0.2 0.0431
H -0.0823 2.4011 -4.8275 -0.2 0.0 -0.2 -0.0193
H 2.1657 1.4430 -5.1469 -0.3 -0.1 0.6 0.0314
H 1.6387 0.4829 -6.4568 -0.3 -0.3 0.1 0.0477
Br -0.5030 7.6387 -5.3956 0.2 -0.9 0.2 0.5569
C -0.0630 5.7909 -4.7449 0.4 0.7 0.5 -0.6416
C 1.2787 5.9246 -3.9975 -0.9 -0.6 -0.6 -0.5875
Br 1.8321 4.0755 -3.4305 -0.4 1.2 -0.5 0.7843
H -0.1795 5.1071 -5.5856 0.4 0.3 0.2 -0.0238
H -0.7559 5.5579 -3.9363 -0.5 0.1 -0.5 0.0135
H 0.9769 6.5068 -3.1268 0.8 -0.3 0.3 0.0536
H 2.0924 6.3851 -4.5579 -0.1 -0.3 0.1 0.0471
Br -2.5954 2.7115 3.2015 0.0 -0.1 0.1 0.7367
C -3.4849 1.1235 3.8778 -0.1 0.1 0.0 -0.6632
C -2.7929 -0.1356 3.4691 0.5 -0.3 0.0 -0.6530
Br -1.0274 -0.3796 4.3122 -0.4 0.2 -0.1 0.6941
H -4.4642 1.1308 3.3993 0.0 0.0 0.2 0.0114
H -3.5820 1.1998 4.9608 0.0 0.2 -0.2 0.0688
H -2.6265 -0.1726 2.3925 0.0 -0.1 0.1 0.0558
H -3.3706 -0.9915 3.8181 0.0 0.1 -0.1 -0.0111
Br -0.9638 -4.1233 3.9898 1.0 -0.1 1.4 0.5922
C 0.1164 -4.0535 5.7080 -0.3 1.0 -0.3 -0.6651
C -0.1595 -5.1744 6.6166 -0.7 -2.2 -0.2 -0.6922
Br 1.1427 -4.8917 8.0587 -0.6 -0.6 -0.1 0.6673
H -0.1354 -3.1703 6.2951 -0.2 0.5 -0.8 0.0462
H 1.1870 -4.0305 5.5047 -0.3 0.1 -0.7 0.0227
H -0.1026 -6.1451 6.1241 1.4 -0.2 0.0 0.0604
H -1.1838 -5.3714 6.9332 -0.1 1.3 0.8 0.0716
Br -5.8452 -3.4093 -0.4513 -0.5 1.2 0.6 0.6335
C -6.2941 -1.8429 0.7357 -0.2 0.5 -0.1 -0.6334
C -6.5979 -0.5460 -0.0362 0.6 -1.0 -0.4 -0.6645
Br -6.4197 1.0281 1.1049 -0.1 -0.4 -0.1 0.6453
H -5.4369 -1.7315 1.3997 -0.2 -0.1 -0.2 -0.0112
H -7.2021 -2.0571 1.2995 0.3 -0.6 0.1 0.0601
H -7.6065 -0.6021 -0.4459 0.1 0.3 0.1 0.0661
H -5.8728 -0.4193 -0.8401 -0.2 0.1 0.1 0.0168
Br 4.4770 -1.9531 5.0585 0.4 -0.3 -0.5 0.5847
C 5.2850 -2.4476 3.3459 -1.1 0.4 -1.7 -0.6602
C 4.2355 -2.6889 2.1998 1.3 -0.8 0.6 -0.6413
Br 2.9745 -4.0551 2.7437 -0.4 0.0 0.1 0.6543
H 5.9222 -3.3316 3.3688 -0.2 0.1 0.8 0.0607
H 5.8751 -1.5922 3.0170 0.1 0.0 0.3 0.0524
H 4.7391 -3.2687 1.4263 0.3 0.5 -0.1 0.0360
H 3.8038 -1.8149 1.7123 -0.4 -0.1 0.6 0.0633
Br -3.2296 7.0574 -3.1235 -0.2 -0.9 1.0 0.5744
C -3.4240 5.6962 -1.6429 -0.3 0.6 0.1 -0.6393
C -4.8977 5.1872 -1.5561 1.6 0.5 -0.3 -0.6480
Br -5.2465 4.7108 0.3182 0.0 -0.2 -0.5 0.5961
H -3.0803 6.1455 -0.7112 -0.3 0.5 -0.3 0.0169
H -2.6538 4.9515 -1.8435 -0.5 -0.3 -0.3 0.0028
H -4.9596 4.3438 -2.2438 -0.5 -0.2 0.5 0.0238
H -5.6308 5.9492 -1.8205 0.3 -0.1 0.1 0.0406
Br 6.8995 3.7492 -4.2037 -0.3 0.1 -0.2 0.6392
C 5.2191 4.0107 -5.1872 -0.1 1.3 0.0 -0.7045
C 5.5144 4.1415 -6.6595 0.0 -0.9 -0.4 -0.6548
Br 3.8202 4.5218 -7.6667 0.9 -0.4 0.6 0.5655
H 4.8060 4.9826 -4.9171 0.0 -0.3 0.8 0.0408
H 4.5643 3.1988 -4.8708 0.1 0.2 -0.4 0.0323
H 5.9770 3.2033 -6.9659 -0.4 0.1 -0.7 0.0550
H 6.1832 4.9538 -6.9439 -0.2 0.0 0.4 0.0530
Br -4.2950 -0.6048 -4.9903 1.0 0.5 1.1 0.5291
C -3.2378 -0.4749 -3.2498 -1.2 -0.6 0.5 -0.6243
C -3.6220 0.7045 -2.3502 0.7 0.2 -0.9 -0.5867
Br -2.8667 2.3306 -3.2257 -0.5 -0.2 0.3 0.6698
H -2.1578 -0.5644 -3.3666 -0.2 0.3 -0.6 0.0261
H -3.5640 -1.4156 -2.8062 0.0 0.1 0.3 0.0197
H -3.1134 0.7038 -1.3861 0.2 -0.4 -0.2 0.0447
H -4.6835 0.8475 -2.1478 0.1 0.1 -0.5 0.0430
Br -4.3107 -3.5232 3.4213 -0.1 -0.1 0.3 0.6938
C -5.3748 -5.1384 3.2199 -1.1 -0.2 0.6 -0.6447
C -5.9798 -5.6093 4.5881 1.4 -0.3 -1.2 -0.6171
Br -7.1037 -7.2403 4.2622 0.5 1.3 0.2 0.5804
H -4.7144 -5.9062 2.8169 -0.2 0.2 0.0 0.0266
H -6.1312 -4.8330 2.4969 0.0 -0.4 0.1 0.0300
H -6.4460 -4.8064 5.1592 -0.5 -0.4 -0.3 0.0586
H -5.1182 -5.9763 5.1458 -0.3 -0.1 0.3 0.0434
Br 3.8370 2.2508 3.2528 -1.2 -1.1 0.3 0.5164
C 2.0466 1.3735 3.7878 0.3 1.9 0.7 -0.5430
C 1.0375 2.5664 3.9733 -0.1 -1.6 -1.1 -0.7553
Br 1.4973 4.0349 5.1500 0.0 -0.4 -0.3 0.6312
H 2.1855 0.8047 4.7072 0.4 0.2 -0.1 0.0438
H 1.7652 0.6945 2.9829 0.0 0.4 -0.1 0.0293
H 0.0651 2.1943 4.2959 0.3 -0.1 0.4 -0.0549
H 0.8199 2.8941 2.9568 0.3 0.8 0.1 0.0387
C 2.9163 -4.8653 -1.5351 -0.5 -1.8 -0.9 -0.0533
O 3.0441 -3.5607 -1.0765 -0.5 0.8 1.3 0.0005
C 3.6440 -2.6843 -1.8239 2.0 2.3 -3.3 -0.5395
O 4.2094 -2.9035 -2.9131 -1.4 0.6 2.9 0.0868
O 3.5266 -1.4399 -1.2230 0.5 -1.8 0.5 -0.0396
C 4.0610 -0.2307 -1.7673 -0.5 0.3 -1.0 -0.0391
H 3.8362 -5.4413 -1.4346 0.1 0.1 0.2 0.1053
H 2.6115 -4.9410 -2.5789 0.2 0.5 -0.1 0.0891
H 2.0939 -5.3367 -0.9970 0.3 0.2 0.4 0.0950
H 4.2330 0.5389 -1.0147 -0.3 -0.6 0.6 0.0749
H 3.2590 0.1407 -2.4052 0.2 0.3 -0.3 0.0630
H 4.9921 -0.2750 -2.3322 -0.1 -0.8 -0.1 0.0978
C 3.7048 7.4966 -2.0950 -0.3 0.3 -0.2 -0.0162
O 3.7712 6.0504 -2.0804 0.0 1.3 -0.6 -0.0610
C 4.4895 5.4924 -1.1352 2.2 4.1 3.0 -0.6372
O 5.0869 6.1495 -0.2351 -1.6 -2.2 -2.3 0.0639
O 4.4742 4.2301 -1.3147 -1.1 -1.4 -2.1 -0.0187
C 5.2545 3.3550 -0.6090 0.8 -0.5 2.8 -0.0615
H 3.0141 7.8531 -1.3308 -0.1 -0.2 -0.1 0.1011
H 3.3573 7.7515 -3.0962 -0.3 -0.1 0.2 0.0831
H 4.6271 8.0631 -1.9667 0.4 -0.8 0.2 0.0979
H 4.5770 2.6961 -0.0658 0.1 -0.5 -0.3 0.0735
H 5.7301 3.9046 0.2033 0.5 0.0 -0.1 0.0993
H 6.0036 2.8211 -1.1937 -0.3 0.2 -0.3 0.0848
C 2.1797 5.4600 1.6184 0.7 1.3 -0.9 0.0014
O 0.7419 5.6248 1.7932 2.1 -0.5 2.8 0.0078
C -0.0859 5.7061 0.8205 -0.6 -0.5 -2.6 -0.6300
O 0.1930 5.5320 -0.3595 -0.4 0.4 1.0 0.0840
O -1.3436 5.9621 1.1931 -0.2 -0.2 0.1 -0.0158
C -1.8622 5.9945 2.5523 -0.2 0.3 -0.5 -0.0441
H 2.4853 5.0018 0.6777 -0.7 -0.5 0.1 0.0841
H 2.7268 5.0345 2.4596 -1.1 -0.6 0.2 0.0452
H 2.6414 6.4455 1.5591 -0.4 0.4 -0.1 0.0985
H -2.7159 5.3183 2.5982 0.3 -0.3 -0.2 0.0017
H -2.3188 6.9776 2.6664 0.4 0.2 0.2 0.0965
H -1.1323 5.7685 3.3297 0.1 0.1 -0.3 0.0856
C -0.2977 -4.5227 -3.7297 -1.0 0.4 -0.7 -0.0279
O -0.2975 -4.5600 -2.2672 -0.6 0.0 -0.5 -0.0123
C -1.4580 -4.2338 -1.6479 -2.3 0.9 -1.1 -0.5216
O -2.4565 -3.7344 -2.2020 2.6 -1.3 1.5 0.0731
O -1.3703 -4.5688 -0.3413 -0.3 0.8 -0.2 0.0004
C -2.4816 -4.2784 0.5691 -0.1 -0.4 0.1 -0.0997
H 0.5977 -4.9510 -4.1803 0.2 0.0 0.9 0.0918
H -0.4675 -3.5434 -4.1771 0.5 0.6 0.8 0.0591
H -1.1424 -5.0204 -4.2059 -0.2 -0.7 0.8 0.0928
H -2.1794 -4.6380 1.5527 0.4 -0.1 -0.4 -0.0147
H -3.3977 -4.7978 0.2877 0.2 -0.1 -0.3 0.0515
H -2.7876 -3.2563 0.7918 0.6 0.5 -1.0 0.0634
C 1.2385 -8.7902 2.0193 0.6 -0.3 0.5 0.0028
O 0.4289 -9.0412 3.1978 2.7 -0.7 -0.9 0.0471
C -0.7714 -8.6691 3.3638 -3.2 1.8 0.0 -0.6479
O -1.4110 -8.8999 4.3506 -0.1 -0.3 0.5 0.1297
O -1.2739 -7.9352 2.3342 1.6 0.1 -0.4 -0.0221
C -2.5200 -7.2930 2.4583 -1.2 -1.3 -0.2 -0.0723
H 2.0673 -9.4653 2.2324 -0.1 -0.2 -0.6 0.0969
H 1.7028 -7.8046 1.9843 -0.6 0.3 0.3 0.0886
H 0.7524 -8.9854 1.0634 -0.2 -0.2 0.4 0.0993
H -2.5237 -6.3429 1.9240 0.3 -0.3 0.6 0.0473
H -2.9063 -7.3129 3.4773 0.5 0.6 0.2 0.0922
H -3.2323 -7.9436 1.9507 -0.2 0.0 -0.3 0.1037
C 0.6075 -2.0024 1.3296 -0.1 0.3 1.0 -0.1175
O 1.1953 -0.8487 0.7314 -1.1 2.2 -1.4 -0.0562
C 0.3577 0.0597 0.0606 0.1 -1.9 -0.2 -0.4640
O -0.8375 -0.1635 -0.1609 2.5 1.1 0.5 0.0775
O 1.1504 1.0856 -0.3822 -1.6 -2.6 2.1 -0.0312
C 0.5151 2.1507 -1.0685 0.0 -0.6 -1.3 -0.0750
H -0.4761 -1.9147 1.4078 0.0 -0.1 -0.4 0.0656
H 0.9935 -1.9810 2.3487 -0.1 -0.2 0.1 0.0278
H 0.9576 -2.9363 0.8898 -0.2 0.3 -0.5 0.0651
H 0.5672 3.0511 -0.4564 0.2 0.1 -0.6 0.0872
H -0.4899 1.9367 -1.4321 -0.3 -0.2 0.7 0.0549
H 1.0816 2.0705 -1.9963 0.1 1.3 0.1 0.0096

No. 3
16
Properties=species:S:1:pos:R:3:forces:R:3:lowdin_charge:R:1 method="wB97M-V/def2-TZVPD" e_lumo_ev=-3.3046 homo_energy_ev=-14.184 total_charge=+1 relative_energy_kj_mol=68.23 homo_lumo_gap_ha=0.3998
C -1.0827 1.9680 -0.4864 -0.7 0.6 0.1 -0.0806
C 0.0199 1.3944 0.3991 0.5 -0.3 0.0 -0.1588
C 0.2118 -0.0825 0.2138 0.1 0.4 -0.1 -0.2019
C 0.1157 -0.8123 -0.9235 0.0 0.5 0.2 0.0108
N 0.4703 -2.1042 -0.6112 -0.3 0.4 -0.6 0.1245
C 0.7770 -2.1797 0.6705 0.7 -0.6 -0.5 -0.0481
N 0.6736 -0.9597 1.1810 -0.8 0.1 0.6 0.1640
H -0.7014 2.6006 -1.2880 0.1 -0.3 -0.1 0.0857
H -1.7539 1.2137 -0.8921 0.2 -0.1 -0.1 0.0758
H -1.7409 2.6337 0.0745 0.1 -0.1 0.2 0.0829
H -0.1094 1.6215 1.4591 -0.2 0.0 -0.1 0.1204
H 0.9737 1.8458 0.1110 0.0 0.1 0.2 0.1285
H -0.1145 -0.4472 -1.9079 -0.1 -0.3 -0.1 0.1492
H 0.4389 -2.8399 -1.3020 0.3 -0.3 0.3 0.1870
H 1.2134 -3.0542 1.1191 -0.3 0.0 0.4 0.1660
H 0.6085 -0.7981 2.1831 0.4 0.1 -0.3 0.1946